# 1
{"formula": "C8H11NO3S2", "method": "ωB97M-V/def2-TZVPD", "species": ["S", "S", "O", "O", "O", "N", "C", "C", "C", "C", "C", "C", "C", "C", "H", "H", "H", "H", "H", "H", "H", "H", "H", "H", "H"], "xyz": [[-1.54, 1.31, 0.03], [-2.58, -1.44, 0.66], [-0.20, 3.71, -0.66], [1.94, -2.06, 1.19], [1.74, 2.90, -1.43], [-0.20, -0.83, -0.38], [1.99, -0.11, -1.31], [2.49, -2.35, 2.45], [0.63, 0.17, -0.78], [0.69, -2.67, 0.97], [-1.42, -0.43, 0.11], [0.65, 2.71, -0.96], [0.07, 1.41, -0.64], [0.14, -2.23, -0.38], [0.20, 4.56, -0.88], [2.51, 0.82, -1.48], [-0.01, -2.39, 1.77], [0.88, -2.42, -1.16], [2.66, -3.43, 2.57], [0.80, -3.77, 0.98], [-0.77, -2.80, -0.59], [1.83, -2.00, 3.25], [1.92, -0.65, -2.26], [3.44, -1.82, 2.50], [2.53, -0.73, -0.60]], "e_tot_ha": -1388.3133, "mol_weight_g_mol": 233.3, "homo_lumo_gap_ev": 8.200, "smiles": "COCCn1c(C)c(C(=O)O)sc1=S", "de_lowest_kj_mol": 0.0, "largest_force_ev_per_a": 1.164}

***

# 2
{"formula": "C32H29Cl3InN6O2S2", "method": "ωB97M-V/def2-TZVPD", "species": ["In", "Cl", "Cl", "Cl", "S", "S", "O", "O", "N", "N", "N", "N", "N", "N", "C", "C", "C", "C", "C", "C", "C", "C", "C", "C", "C", "C", "C", "C", "C", "C", "C", "C", "C", "C", "C", "C", "C", "C", "C", "C", "C", "C", "C", "C", "C", "C", "H", "H", "H", "H", "H", "H", "H", "H", "H", "H", "H", "H", "H", "H", "H", "H", "H", "H", "H", "H", "H", "H", "H", "H", "H", "H", "H", "H", "H"], "xyz": [[2.33, 0.98, -2.30], [-6.27, 1.25, 2.03], [-4.00, -3.53, 2.91], [1.43, 1.53, 3.06], [4.10, 1.77, -4.07], [-0.87, 2.82, 4.42], [3.23, 0.10, -0.58], [-0.15, -1.43, 2.69], [3.55, 0.67, -6.43], [0.46, -0.85, -1.63], [0.89, 2.19, -2.90], [3.18, -0.83, -3.30], [3.18, -0.73, -4.68], [-0.71, -1.92, -0.09], [-0.98, -2.85, 0.99], [-1.62, -1.24, -0.89], [-3.81, -1.84, 2.49], [-2.56, 3.27, -2.37], [4.48, -2.72, 1.29], [3.64, -1.90, -2.78], [-0.61, 0.27, 4.39], [-1.39, 2.85, -2.98], [-4.84, 0.27, 2.10], [-1.50, 3.24, -0.25], [4.05, -1.45, 0.96], [-4.96, -1.07, 2.43], [4.28, -3.39, -0.98], [4.59, -3.72, 0.32], [-0.21, 2.57, -2.22], [-1.30, -2.17, 2.31], [-2.05, 1.89, 5.24], [-0.11, -1.11, 4.08], [-0.88, -0.57, -1.80], [-2.47, 0.04, 1.90], [-0.01, 1.41, 3.96], [3.55, 0.45, -5.07], [0.87, 2.51, 0.07], [0.51, -1.64, -0.59], [-1.32, 2.64, -4.47], [-2.64, 3.48, -0.99], [-3.61, 0.83, 1.82], [-1.79, 0.56, 5.14], [3.83, -2.12, -1.35], [3.70, -1.10, -0.37], [-2.55, -1.31, 2.25], [-0.31, 2.78, -0.81], [3.97, -0.68, 1.71], [-1.22, 0.10, -2.58], [-1.80, -3.51, 0.71], [1.76, 3.04, -0.28], [-5.92, -1.51, 2.63], [3.49, 1.64, -6.69], [3.96, -2.69, -3.46], [1.13, 1.45, 0.12], [-2.68, -1.28, -0.71], [-0.08, -3.44, 1.13], [-1.51, 3.42, 0.83], [-3.43, 3.46, -2.99], [-3.54, 1.87, 1.55], [-2.43, -0.21, 5.56], [0.66, 2.83, 1.10], [-1.51, 0.46, 1.65], [4.38, -4.14, -1.76], [2.92, 0.06, -6.94], [-1.48, -2.96, 3.05], [-2.27, 2.90, -4.94], [-0.52, 3.24, -4.91], [0.93, -1.21, 4.39], [-1.07, 1.60, -4.70], [-0.70, -1.84, 4.64], [-3.55, 3.83, -0.53], [4.93, -4.71, 0.58], [-2.88, 2.37, 5.73], [4.73, -2.93, 2.32], [1.41, -2.06, -0.16]], "e_tot_ha": -4082.9918, "mol_weight_g_mol": 814.9, "homo_lumo_gap_ev": 4.982, "de_lowest_kj_mol": 48.1, "largest_force_ev_per_a": 0.492, "total_charge": -1}

***

# 3
{"formula": "C5H10", "method": "ωB97M-V/def2-TZVPD", "species": ["C", "C", "C", "C", "C", "H", "H", "H", "H", "H", "H", "H", "H", "H", "H"], "xyz": [[1.82, -0.01, 0.06], [-0.54, 0.95, -0.57], [-1.60, -0.16, -0.34], [0.39, 0.27, 0.48], [-0.58, -0.94, 0.51], [-1.96, -0.67, -1.24], [-0.86, 1.97, -0.35], [2.44, 0.89, 0.10], [1.86, -0.40, -0.96], [-2.46, 0.19, 0.23], [-0.16, -1.82, 0.00], [-0.10, 0.93, -1.58], [0.37, 0.81, 1.43], [-0.92, -1.26, 1.50], [2.28, -0.76, 0.72]], "e_tot_ha": -196.4792, "mol_weight_g_mol": 70.1, "homo_lumo_gap_ev": 11.830, "smiles": "CC1CCC1", "de_lowest_kj_mol": 76.6, "largest_force_ev_per_a": 0.199}

***

# 4
{"formula": "C3H7O2S", "method": "ωB97M-V/def2-TZVPD", "species": ["S", "O", "O", "C", "C", "C", "H", "H", "H", "H", "H", "H", "H"], "xyz": [[-2.34, 1.38, -0.01], [3.29, 1.19, 1.41], [1.34, -0.05, 1.28], [2.36, 0.54, 0.86], [-0.95, 0.31, -0.80], [-0.81, -1.21, -0.40], [2.42, 0.55, -0.23], [-1.08, -1.33, 0.60], [-0.99, 0.45, -1.91], [-0.13, 0.79, -0.41], [0.18, -1.64, -0.71], [-1.57, -2.00, -0.84], [-1.73, 1.02, 1.15]], "e_tot_ha": -667.1966, "mol_weight_g_mol": 107.2, "homo_lumo_gap_ev": 7.230, "de_lowest_kj_mol": 122.7, "largest_force_ev_per_a": 3.159, "total_charge": -1}

***

# 5
{"formula": "C4H5NO", "method": "ωB97M-V/def2-TZVPD", "species": ["O", "N", "C", "C", "C", "C", "H", "H", "H", "H", "H"], "xyz": [[0.56, -0.35, 1.25], [-0.40, 0.14, -0.75], [2.42, -0.07, 0.51], [2.01, -0.51, -0.60], [-1.72, 0.08, -0.13], [0.65, -0.28, -0.01], [2.89, 0.45, 1.32], [-0.30, 0.41, -1.71], [-1.56, -0.30, 0.88], [-2.35, -0.62, -0.68], [-2.19, 1.06, -0.08]], "e_tot_ha": -285.2511, "mol_weight_g_mol": 83.1, "homo_lumo_gap_ev": 9.961, "de_lowest_kj_mol": 429.2, "largest_force_ev_per_a": 1.522}

***

# 6
{"formula": "C30H46F2O6", "method": "ωB97M-V/def2-TZVPD", "species": ["F", "F", "O", "O", "O", "O", "O", "O", "C", "C", "C", "C", "C", "C", "C", "C", "C", "C", "C", "C", "C", "C", "C", "C", "C", "C", "C", "C", "C", "C", "C", "C", "C", "C", "C", "C", "C", "C", "H", "H", "H", "H", "H", "H", "H", "H", "H", "H", "H", "H", "H", "H", "H", "H", "H", "H", "H", "H", "H", "H", "H", "H", "H", "H", "H", "H", "H", "H", "H", "H", "H", "H", "H", "H", "H", "H", "H", "H", "H", "H", "H", "H", "H", "H"], "xyz": [[-1.27, 3.95, -3.23], [5.10, 2.11, -2.97], [-3.04, -4.15, -0.77], [-3.74, 3.87, -0.90], [-0.64, 1.30, 3.53], [1.81, -2.07, 1.98], [1.65, -4.34, 6.93], [1.84, -3.05, -2.70], [0.89, -4.99, -3.45], [-0.18, 2.19, -4.39], [1.64, -3.54, 5.98], [2.93, 3.65, 0.17], [1.94, -2.09, 6.10], [1.63, -4.73, -1.03], [-0.07, 0.00, -3.25], [-1.06, 1.28, 1.20], [4.33, 2.50, -1.86], [-4.65, 4.23, -1.63], [4.31, 3.61, 0.23], [1.59, -4.17, -2.45], [0.20, 0.81, -4.35], [-3.27, -1.83, -0.24], [-4.35, 4.86, -2.92], [1.08, -4.03, 4.70], [-2.93, 1.19, 3.01], [2.28, 3.16, -0.95], [2.99, -0.08, 2.51], [2.49, -0.74, 0.13], [-1.41, -3.28, 0.80], [-1.45, 1.25, 2.67], [-2.61, -3.21, -0.11], [-0.60, 0.55, -2.13], [-0.79, 2.66, -3.28], [5.02, 3.02, -0.81], [2.39, -1.09, 1.60], [2.95, 2.52, -2.00], [-1.01, 1.88, -2.15], [-6.10, 4.17, -1.17], [-5.23, 4.68, -3.54], [0.06, -4.40, 4.92], [-1.39, 2.40, -1.23], [1.15, -3.26, 3.92], [0.76, 0.34, -5.16], [-4.38, -1.94, -0.25], [1.19, -1.52, 5.52], [-3.01, -1.35, -1.19], [0.28, -1.05, -3.21], [-4.09, 5.88, -2.77], [1.20, 3.32, -0.99], [0.61, -4.47, -4.36], [-1.75, -3.10, 1.83], [-3.34, 2.18, 2.84], [-0.68, -2.49, 0.76], [0.21, 2.89, -5.14], [1.78, 0.10, 0.03], [-0.68, 2.28, 0.97], [2.49, 2.31, -2.97], [1.52, -5.85, -3.81], [2.34, -4.04, -0.57], [3.87, 0.34, 1.93], [-6.03, 3.73, -0.14], [0.67, -4.47, -0.66], [2.32, 0.78, 2.68], [-0.71, 0.01, -1.18], [2.33, 4.16, 0.90], [2.10, -1.54, -0.49], [-3.52, 4.35, -3.41], [3.38, -0.37, -0.31], [6.05, 3.15, -0.89], [-3.13, 0.89, 4.01], [-0.23, 0.58, 1.05], [-3.43, 0.53, 2.26], [1.88, -5.87, -1.15], [1.99, -1.71, 7.12], [2.81, -1.86, 5.52], [-2.99, -1.17, 0.54], [-0.97, -4.28, 0.73], [-6.69, 5.03, -1.34], [-6.57, 3.38, -1.82], [0.05, -5.48, -2.98], [4.91, 3.97, 1.05], [-1.83, 1.01, 0.50], [1.61, -4.88, 4.29], [3.23, -0.56, 3.41]], "e_tot_ha": -1821.8057, "mol_weight_g_mol": 540.7, "homo_lumo_gap_ev": 9.730, "smiles": "Fc1ccccc1.Fc1ccccc1.CC(C)=O.CC(C)=O.CC(C)=O.CC(C)=O.CC(C)=O.CC(C)=O", "de_lowest_kj_mol": 0.0, "largest_force_ev_per_a": 3.357}

***

# 7
{"formula": "C5H10N2S", "method": "ωB97M-V/def2-TZVPD", "species": ["S", "N", "N", "C", "C", "C", "C", "C", "H", "H", "H", "H", "H", "H", "H", "H", "H", "H"], "xyz": [[2.32, 0.64, 0.08], [0.14, -0.10, -1.17], [-1.65, 0.75, -0.01], [1.07, 0.84, -1.35], [-1.50, 1.93, 0.27], [1.08, -0.32, 0.97], [-0.85, -1.90, 0.25], [0.38, -1.06, -0.15], [-0.72, 2.63, 0.00], [1.11, -1.74, -0.68], [-1.20, -2.67, -0.48], [-1.63, -1.13, 0.55], [1.43, -0.85, 1.76], [0.42, 0.41, 1.49], [-2.09, 2.53, 1.07], [0.69, 1.83, -1.38], [-0.50, -2.60, 1.18], [1.51, 0.81, -2.39]], "e_tot_ha": -704.0246, "mol_weight_g_mol": 130.2, "homo_lumo_gap_ev": [8.050, 8.526], "de_lowest_kj_mol": 523.1, "largest_force_ev_per_a": 4.356}

***

# 8
{"formula": "C4H16NO3", "method": "ωB97M-V/def2-TZVPD", "species": ["O", "O", "O", "N", "C", "C", "C", "C", "H", "H", "H", "H", "H", "H", "H", "H", "H", "H", "H", "H", "H", "H", "H", "H"], "xyz": [[1.33, 2.39, 1.36], [-0.16, 1.01, -0.31], [-1.66, -0.97, -0.43], [-4.60, 0.50, -0.04], [0.71, 0.67, -1.21], [2.62, -0.74, 1.15], [1.23, -0.92, -1.24], [1.60, -1.39, 0.17], [-1.13, -0.13, -0.34], [-4.31, 0.14, 0.86], [1.94, -2.41, -0.12], [0.69, 1.88, 0.82], [1.69, 1.18, -1.10], [-2.60, -0.83, -0.65], [3.61, -0.53, 0.74], [0.61, -1.50, 0.62], [-4.37, 1.49, -0.06], [-5.61, 0.47, -0.09], [0.39, -1.55, -1.54], [2.12, 0.17, 1.45], [0.29, 0.84, -2.22], [2.07, -1.09, -1.93], [0.84, 2.75, 2.10], [2.70, -1.42, 1.99]], "e_tot_ha": -441.9778, "mol_weight_g_mol": 126.2, "homo_lumo_gap_ev": 3.103, "de_lowest_kj_mol": 753.1, "largest_force_ev_per_a": 4.784, "total_charge": 1}

***

# 9
{"formula": "C4H6N2O", "method": "ωB97M-V/def2-TZVPD", "species": ["O", "N", "N", "C", "C", "C", "C", "H", "H", "H", "H", "H", "H"], "xyz": [[4.02, -0.33, -0.05], [1.80, -0.49, -0.02], [-0.60, -0.66, 0.22], [2.98, 0.26, 0.08], [0.50, -0.02, 0.01], [-1.74, 0.17, 0.01], [-3.07, -0.21, 0.00], [2.81, 1.29, 0.41], [-1.64, 1.25, 0.07], [0.48, 1.12, -0.30], [1.77, -1.42, -0.08], [-3.34, -1.28, -0.13], [-3.98, 0.31, -0.23]], "e_tot_ha": -340.7055, "mol_weight_g_mol": 98.1, "homo_lumo_gap_ev": 9.415, "smiles": "C=C/N=C/NC=O", "de_lowest_kj_mol": 234.8, "largest_force_ev_per_a": 4.789}

***

# 10
{"formula": "C28H26BIO11P", "method": "ωB97M-V/def2-TZVPD", "species": ["I", "P", "O", "O", "O", "O", "O", "O", "O", "O", "O", "O", "O", "C", "C", "C", "C", "C", "C", "C", "C", "C", "C", "C", "C", "C", "C", "C", "C", "C", "C", "C", "C", "C", "C", "C", "C", "C", "C", "C", "C", "B", "H", "H", "H", "H", "H", "H", "H", "H", "H", "H", "H", "H", "H", "H", "H", "H", "H", "H", "H", "H", "H", "H", "H", "H", "H", "H"], "xyz": [[1.28, 2.29, 2.56], [3.27, -0.31, 1.36], [-3.22, -4.93, 0.42], [-3.88, -6.51, -4.59], [-3.97, 3.11, 0.01], [3.08, -2.26, 3.50], [5.20, 1.37, -6.95], [1.57, -2.49, 1.60], [0.29, 4.48, 6.16], [2.77, -0.46, -2.62], [-0.85, -1.02, -1.11], [1.67, 2.73, -0.31], [-1.61, 8.67, 3.55], [-4.04, -6.58, -1.05], [-1.18, 7.71, 4.15], [3.66, 1.78, -5.22], [-2.78, -0.24, 0.00], [4.65, 0.95, -5.96], [-3.07, -4.86, -3.13], [-2.08, 2.30, -1.15], [3.33, -0.04, -3.62], [-3.73, -6.15, -3.45], [-0.15, 5.45, 5.58], [-3.56, 0.80, 0.28], [-1.31, 1.26, -1.43], [-1.03, 7.73, 5.63], [-0.55, 6.68, 6.29], [-0.52, -3.76, 1.51], [-0.30, 5.43, 4.10], [-4.21, -6.98, -2.31], [4.31, -0.87, -4.35], [4.92, -0.41, -5.44], [2.11, 0.45, 0.21], [0.88, -3.70, 2.07], [1.76, 1.90, 0.49], [-0.78, 6.47, 3.43], [3.04, 1.32, -4.14], [-1.59, -0.08, -0.87], [-3.27, 2.16, -0.26], [-3.38, -5.29, -0.73], [-2.90, -4.46, -1.87], [2.53, -1.91, 2.30], [-2.96, -1.24, 0.39], [4.37, -0.73, 0.61], [5.64, -1.00, -5.99], [1.49, -4.54, 1.73], [3.47, 2.77, -5.62], [-0.44, 1.33, -2.07], [-0.90, 6.48, 2.36], [-4.38, -7.16, -0.20], [2.50, 0.37, -0.82], [-2.41, -3.53, -1.61], [-1.33, 8.64, 6.13], [-4.69, -7.91, -2.57], [-1.89, 3.29, -1.53], [0.01, 4.50, 3.63], [2.84, -1.73, 4.27], [-2.73, -4.28, -3.97], [-0.52, -3.83, 0.42], [2.32, 1.90, -3.58], [-1.07, -2.84, 1.77], [0.88, -3.68, 3.16], [-1.05, -4.61, 1.96], [3.71, 0.62, 2.30], [4.49, -1.86, -3.95], [-0.43, 6.67, 7.37], [-4.44, 0.72, 0.92], [1.18, -0.13, 0.26]], "e_tot_ha": -2573.7974, "mol_weight_g_mol": 707.2, "homo_lumo_gap_ev": 7.978, "de_lowest_kj_mol": 0.0, "largest_force_ev_per_a": 1.161, "total_charge": 1}

***

# 11
{"formula": "C16H40O10V", "method": "ωB97M-V/def2-TZVPD", "species": ["V", "O", "O", "O", "O", "O", "O", "O", "O", "O", "O", "C", "C", "C", "C", "C", "C", "C", "C", "C", "C", "C", "C", "C", "C", "C", "C", "H", "H", "H", "H", "H", "H", "H", "H", "H", "H", "H", "H", "H", "H", "H", "H", "H", "H", "H", "H", "H", "H", "H", "H", "H", "H", "H", "H", "H", "H", "H", "H", "H", "H", "H", "H", "H", "H", "H", "H"], "xyz": [[-1.11, 28.59, 4.52], [-1.98, 26.44, 4.69], [-1.86, 28.79, 6.55], [-5.92, 29.99, 3.41], [-0.22, 28.12, 2.26], [1.39, 33.74, 5.13], [0.10, 26.79, 5.00], [-0.69, 24.78, 5.51], [0.06, 29.73, 4.47], [-4.75, 26.57, -0.85], [-2.40, 29.08, 3.70], [-6.17, 32.03, 4.49], [2.78, 32.08, 4.05], [-2.52, 31.06, 6.23], [2.25, 34.30, 2.94], [-4.55, 27.50, 1.30], [-2.48, 27.03, -0.16], [1.76, 33.18, 3.85], [-0.05, 29.04, 1.17], [-2.99, 29.85, 8.43], [-5.22, 31.87, 2.09], [-0.84, 25.86, 4.91], [-2.87, 29.75, 6.93], [-3.86, 26.60, 0.30], [-1.06, 30.16, 1.25], [-6.23, 31.37, 3.12], [1.37, 29.57, 1.29], [-2.90, 31.91, 6.79], [-3.90, 25.56, 0.62], [3.74, 32.40, 4.46], [-1.11, 30.70, 0.30], [-0.86, 30.83, 2.08], [-6.64, 31.37, 5.20], [-1.84, 28.08, 7.20], [1.65, 30.23, 0.45], [-6.71, 32.99, 4.41], [-4.33, 32.19, 2.64], [-2.29, 26.64, -1.16], [0.46, 33.96, 5.03], [1.47, 30.35, 2.05], [-2.00, 30.01, 8.87], [-1.44, 31.19, 6.08], [-4.08, 27.38, 2.28], [2.16, 28.83, 1.39], [-3.64, 30.65, 8.77], [1.54, 35.12, 2.88], [-2.34, 28.11, -0.15], [-3.37, 28.91, 8.84], [2.94, 31.47, 3.16], [-5.60, 32.74, 1.54], [0.58, 27.60, 2.29], [-4.50, 28.56, 1.06], [-7.22, 31.34, 2.66], [-5.18, 32.37, 4.76], [-2.05, 29.73, 1.42], [-5.58, 27.16, 1.43], [0.87, 32.72, 3.40], [-1.76, 26.57, 0.52], [2.38, 33.86, 1.94], [-3.87, 29.48, 6.58], [-0.05, 28.49, 0.22], [-4.86, 31.09, 1.41], [3.25, 34.62, 3.23], [2.30, 31.40, 4.75], [-2.96, 31.09, 5.24], [-4.24, 26.46, -1.66], [-5.18, 29.66, 2.89]], "e_tot_ha": -2330.1012, "mol_weight_g_mol": 443.4, "homo_lumo_gap_ev": 6.596, "de_lowest_kj_mol": 181.7, "largest_force_ev_per_a": 4.704, "total_charge": -1}

***

# 12
{"formula": "H30O19S", "method": "ωB97M-V/def2-TZVPD", "species": ["S", "O", "O", "O", "O", "O", "O", "O", "O", "O", "O", "O", "O", "O", "O", "O", "O", "O", "O", "O", "H", "H", "H", "H", "H", "H", "H", "H", "H", "H", "H", "H", "H", "H", "H", "H", "H", "H", "H", "H", "H", "H", "H", "H", "H", "H", "H", "H", "H", "H"], "xyz": [[-0.14, -0.03, -0.07], [3.75, 0.55, 2.01], [0.96, 0.89, -0.14], [0.23, -1.17, -0.83], [-2.38, 2.75, -0.77], [-3.67, -0.05, -0.01], [3.34, 0.55, -0.75], [-1.53, -2.03, -2.75], [-1.33, 0.57, -0.63], [1.09, 0.28, 3.24], [1.31, -0.39, -3.09], [-0.34, -3.54, -0.12], [-1.48, 1.44, 2.82], [1.12, 2.84, 1.75], [2.22, -2.87, -1.43], [-1.71, 0.93, -3.20], [-0.48, -0.38, 1.30], [-0.19, -2.58, 2.60], [-2.90, -1.45, 2.18], [0.83, 2.98, -1.34], [-0.95, -2.01, -3.53], [1.85, -3.13, -2.29], [1.73, 3.37, -1.32], [-0.99, 1.50, -3.42], [0.73, -2.65, 2.79], [3.03, -0.04, 2.19], [-3.05, -0.81, 2.86], [0.29, 3.26, 1.55], [-0.19, -2.69, -0.45], [-1.54, 0.59, -2.30], [1.24, 2.15, 1.05], [-1.90, 1.85, -0.67], [-1.99, -1.17, 1.93], [-0.41, -3.49, 0.80], [3.49, 0.96, -1.57], [-0.95, 0.78, 2.38], [2.39, 0.65, -0.55], [-0.13, -1.81, 1.99], [0.92, 2.13, -0.84], [-3.41, -0.44, 0.82], [-2.81, 0.16, -0.36], [0.97, 1.22, 3.11], [0.57, -0.11, 2.57], [-2.20, 3.04, -1.67], [0.80, -0.75, -3.83], [-0.90, -1.88, -2.03], [-1.38, 2.31, 2.36], [1.47, -2.38, -1.16], [3.65, 0.80, 1.08], [0.94, -0.69, -2.26]], "e_tot_ha": -1845.8409, "mol_weight_g_mol": 366.3, "homo_lumo_gap_ev": 9.010, "de_lowest_kj_mol": 310.0, "largest_force_ev_per_a": 3.199, "total_charge": -2}